(1)
A cluster of 11 separate species, C29H86N10O11 in total in a non-equilibrium geometry, computed with ωB97M-V with the def2-TZVPD basis set.

Properties
* E: -68886.7700 eV
* ΔE to the lowest compared entry with this formula, charge and spin: 0.0000 eV

ORCA input file:
```
! wB97M-V def2-TZVPD RIJCOSX def2/J DEFGRID3
* xyz 0 1
C -1.45 2.15 4.76
C -1.39 2.96 3.43
C -2.06 4.33 3.67
O -2.02 5.12 2.45
C -2.96 6.16 2.43
N -0.05 3.02 2.88
H -2.55 2.04 4.94
H -0.95 2.60 5.64
H -1.12 1.16 4.47
H -1.97 2.41 2.69
H -1.47 4.95 4.50
H -3.13 4.39 4.06
H -2.93 6.80 3.34
H -3.97 5.66 2.48
H -3.00 6.54 1.40
H -0.02 3.48 1.94
H 0.63 3.37 3.60
C 4.16 -0.86 2.07
C 2.87 -1.31 2.74
C 2.45 -2.69 2.15
O 3.50 -3.60 2.36
C 3.34 -4.93 1.89
N 3.05 -1.36 4.20
H 4.49 0.07 2.53
H 4.04 -0.72 1.00
H 4.90 -1.66 2.04
H 2.15 -0.51 2.57
H 2.28 -2.49 1.09
H 1.56 -3.09 2.65
H 3.12 -4.96 0.78
H 2.53 -5.36 2.42
H 4.26 -5.46 2.09
H 2.30 -1.80 4.71
H 3.89 -1.76 4.47
C -0.31 7.15 -1.15
C 0.65 6.81 0.06
C 1.60 5.66 -0.44
O 0.90 4.45 -0.69
C 1.56 3.61 -1.63
N 1.47 7.96 0.41
H -1.28 7.55 -0.79
H -0.38 6.38 -1.95
H 0.20 7.96 -1.61
H 0.05 6.50 0.92
H 2.45 5.61 0.20
H 2.03 6.12 -1.40
H 2.45 3.19 -1.22
H 1.82 3.98 -2.69
H 0.90 2.76 -1.83
H 1.11 8.36 1.28
H 1.49 8.78 -0.22
C 6.68 -0.50 -3.15
C 6.12 -1.78 -3.62
C 4.62 -1.75 -3.41
O 4.25 -1.60 -2.06
C 4.31 -2.71 -1.25
N 6.36 -1.97 -5.04
H 6.36 0.40 -3.76
H 7.74 -0.40 -3.19
H 6.42 -0.26 -2.11
H 6.52 -2.59 -2.91
H 4.24 -2.64 -3.93
H 4.17 -0.85 -3.88
H 5.33 -3.03 -1.02
H 4.01 -3.58 -1.86
H 3.67 -2.73 -0.33
H 7.30 -1.73 -5.32
H 6.18 -2.98 -5.29
C -4.02 3.87 -3.94
C -2.70 3.04 -3.74
C -2.11 3.24 -2.41
O -2.98 2.94 -1.32
C -2.72 3.76 -0.23
N -2.84 1.65 -3.93
H -4.77 3.48 -3.26
H -4.45 3.90 -4.98
H -3.88 4.93 -3.70
H -2.01 3.37 -4.53
H -1.85 4.37 -2.26
H -1.19 2.71 -2.26
H -1.68 3.91 -0.03
H -3.08 3.31 0.71
H -3.20 4.71 -0.33
H -3.25 1.05 -3.18
H -3.14 1.37 -4.87
C -3.73 -5.11 2.33
C -2.67 -5.56 1.33
C -2.65 -7.13 1.31
O -1.97 -7.55 2.48
C -1.93 -8.94 2.74
N -2.88 -5.04 0.01
H -3.65 -5.58 3.32
H -4.73 -5.47 2.06
H -3.81 -4.01 2.54
H -1.71 -5.31 1.76
H -2.16 -7.55 0.43
H -3.73 -7.40 1.40
H -1.50 -9.54 1.88
H -2.93 -9.31 2.88
H -1.32 -9.15 3.63
H -2.14 -5.28 -0.61
H -2.91 -4.02 -0.05
C -3.15 -0.79 -1.22
O -3.35 -1.53 -0.04
H -4.10 -0.99 -1.82
H -3.06 0.32 -1.18
H -2.27 -1.22 -1.81
H -2.38 -1.68 0.25
C 0.74 0.17 -4.67
O -0.28 0.15 -3.67
H 1.66 0.50 -4.21
H 0.88 -0.84 -5.05
H 0.46 0.93 -5.43
H -1.06 0.71 -3.90
C -4.43 -0.04 2.97
O -3.15 0.40 2.35
H -4.56 0.45 3.94
H -5.32 0.02 2.36
H -4.35 -1.11 3.02
H -3.24 0.27 1.44
C -0.01 -4.81 -1.70
O 0.02 -5.62 -2.58
N -0.34 -3.47 -1.94
N 0.37 -5.12 -0.33
H -0.27 -2.70 -1.27
H -0.29 -3.12 -2.91
H 0.24 -6.09 -0.07
H -0.07 -4.48 0.31
C 0.06 -0.61 0.75
O -0.44 -1.69 0.56
N -0.23 0.27 1.78
N 1.13 -0.18 0.01
H -1.09 0.14 2.36
H 0.22 1.17 1.79
H 1.23 -0.70 -0.85
H 1.25 0.85 0.03
*
```

Results of the Mulliken charge analysis, in e, for atoms 1 through 6: -1.4312 1.4534 -1.1506 0.0222 -1.0174 -0.4285

(2)
A cluster of 16 separate species, C29H87Br3F3N4O16 in total in a non-equilibrium geometry, computed with ωB97M-V with the def2-TZVPD basis set.

Properties
* E: -288469.8869 eV

ORCA input file:
```
! wB97M-V def2-TZVPD RIJCOSX def2/J DEFGRID3
* xyz 1 1
C -1.12 -0.25 -3.40
O 0.06 0.51 -3.10
C 0.66 0.00 -1.93
C 1.76 0.99 -1.55
C 2.63 0.42 -0.43
N 1.93 0.68 0.87
C 2.63 0.39 2.00
N 3.85 -0.23 1.97
C 3.79 -1.72 1.76
C 4.52 -2.47 2.89
N 5.13 -3.73 2.43
N 2.13 0.74 3.15
C 0.85 1.45 3.33
C -0.39 0.55 3.43
C -1.09 0.15 2.14
F -0.46 -0.90 1.58
Br -1.33 1.60 0.87
C -2.52 -0.40 2.53
F -2.43 -1.30 3.49
F -3.06 -0.91 1.47
Br -3.70 1.07 3.05
C 2.90 0.46 4.38
C 4.08 1.41 4.60
C 3.85 2.85 4.08
Br 4.52 1.51 6.51
H -2.02 0.19 -2.95
H -1.23 -0.25 -4.48
H -1.01 -1.26 -3.04
H -0.08 -0.03 -1.13
H 1.12 -0.98 -2.09
H 1.27 1.89 -1.18
H 2.35 1.26 -2.42
H 2.83 -0.63 -0.58
H 3.57 0.98 -0.44
H 1.69 1.67 0.87
H 4.50 0.23 1.35
H 4.26 -1.97 0.81
H 2.74 -2.01 1.78
H 3.82 -2.76 3.68
H 5.33 -1.87 3.30
H 5.89 -3.45 1.81
H 4.45 -4.20 1.82
H 0.78 2.23 2.58
H 0.93 1.95 4.28
H -0.06 -0.39 3.89
H -1.06 1.01 4.14
H 2.23 0.56 5.23
H 3.25 -0.56 4.42
H 4.94 1.02 4.08
H 2.83 3.07 3.80
H 4.13 3.59 4.81
H 4.48 3.01 3.20
C -2.01 -1.72 7.01
O -1.13 -1.28 5.97
H -1.42 -2.03 7.86
H -2.68 -0.91 7.31
H -2.60 -2.57 6.66
H -1.67 -1.01 5.22
C -2.11 -4.03 1.80
O -1.36 -3.97 0.60
H -2.60 -5.00 1.85
H -1.45 -3.90 2.66
H -2.88 -3.25 1.81
H -0.94 -3.10 0.57
C -5.00 -0.16 -4.21
O -4.05 0.33 -5.14
H -4.47 -0.59 -3.36
H -5.65 0.65 -3.86
H -5.61 -0.94 -4.68
H -4.53 0.71 -5.89
C 2.58 3.07 -4.84
O 2.58 1.82 -5.53
H 3.23 3.76 -5.36
H 1.57 3.48 -4.82
H 2.94 2.92 -3.81
H 1.99 1.22 -5.06
C -1.68 -4.34 -2.64
O -1.87 -3.59 -3.84
H -0.69 -4.80 -2.68
H -1.73 -3.69 -1.78
H -2.43 -5.13 -2.56
H -2.74 -3.19 -3.79
C -6.74 -0.61 1.50
O -6.79 -1.06 2.85
H -7.75 -0.53 1.13
H -6.26 0.38 1.45
H -6.18 -1.32 0.88
H -5.89 -1.13 3.17
C -5.69 -6.58 1.80
O -4.93 -6.51 0.60
H -6.16 -7.56 1.84
H -5.05 -6.46 2.67
H -6.47 -5.82 1.80
H -4.52 -5.63 0.57
C 4.96 4.43 0.42
O 4.07 3.73 -0.45
H 5.32 5.32 -0.09
H 4.43 4.73 1.33
H 5.81 3.80 0.68
H 3.76 2.95 0.02
C -7.60 2.31 -2.11
O -6.80 2.45 -3.28
H -8.10 1.34 -2.16
H -6.98 2.34 -1.21
H -8.36 3.09 -2.06
H -6.36 3.31 -3.22
C 3.82 8.12 -0.48
O 5.15 8.20 0.02
H 3.81 7.42 -1.31
H 3.15 7.76 0.30
H 3.48 9.10 -0.83
H 5.14 8.83 0.76
C -0.93 -4.93 9.05
O -2.27 -4.55 8.76
H -0.62 -4.40 9.95
H -0.87 -6.00 9.24
H -0.27 -4.66 8.23
H -2.54 -5.02 7.97
C -1.07 4.96 -5.11
O -0.09 4.90 -6.14
H -0.90 5.85 -4.53
H -2.08 5.00 -5.54
H -0.99 4.08 -4.46
H -0.26 4.10 -6.65
C 3.73 -7.73 1.67
O 3.98 -6.34 1.53
H 2.67 -7.87 1.90
H 3.96 -8.26 0.74
H 4.33 -8.15 2.48
H 4.91 -6.23 1.33
C 5.56 5.32 -7.04
O 5.57 4.08 -7.75
H 6.22 6.01 -7.56
H 4.54 5.73 -7.03
H 5.92 5.18 -6.02
H 4.99 3.47 -7.28
C -3.83 1.08 -9.21
O -3.97 0.48 -7.92
H -4.68 1.75 -9.36
H -2.91 1.66 -9.27
H -3.84 0.32 -9.99
H -3.22 -0.11 -7.79
*
```

Results of the Mulliken charge analysis, in e, for atoms 1 through 6: -0.7462 -0.2959 -0.2691 -0.2503 -1.4313 0.7492